# C7H8N2O4PbS

A molecular structure, C7H8N2O4PbS at a distorted geometry (ωB97M-V with the def2-TZVPD basis set, OMol25).

Geometry (Å):
Pb: 0.00 0.00 -0.25
O: 0.14 3.06 0.26
C: 0.09 1.97 0.10
C: -0.10 -1.98 -0.06
O: -0.15 -3.07 0.00
C: 1.98 -0.09 -0.09
O: 3.07 -0.15 -0.05
C: -1.98 0.10 -0.13
O: -3.07 0.15 -0.12
C: 0.03 0.67 -5.18
H: -0.86 1.29 -5.31
H: 0.99 1.20 -5.29
C: -0.03 -0.67 -5.23
H: 0.87 -1.28 -5.40
H: -0.98 -1.19 -5.42
N: 0.00 -1.20 4.24
C: 0.00 0.00 3.58
N: 0.00 1.20 4.24
S: 0.00 -0.01 2.10
H: 0.00 -1.24 5.27
H: 0.00 -2.11 3.74
H: 0.00 2.11 3.74
H: 0.00 1.24 5.27

Values from the calculation:
E = -1271.94702 a.u.
Charge = +2
Relative energy (zero: lowest compared OMol25 entry of this formula, charge and spin) = 269.7 kcal/mol